Density functional theory data (the ωB97M-V functional and the def2-TZVPD basis) for a cluster of 8 separate species, H16O8 in total in a non-equilibrium geometry.

XYZ file:
```
24
Properties=species:S:1:pos:R:3:mulliken_charge:R:1
O -0.28440 -0.49623 0.93983 -0.509
H -0.88765 -0.02413 0.35485 0.254
H 0.57317 -0.41496 0.50745 0.301
O 1.98305 -1.23651 -1.82534 -0.602
H 1.91744 -2.05956 -1.32807 0.315
H 1.89124 -1.51016 -2.74494 0.296
O 0.23055 -1.50468 2.49018 -0.555
H 0.62394 -2.36785 2.31934 0.264
H 0.69682 -1.18481 3.27073 0.275
O -3.09343 2.79243 1.24405 -0.625
H -2.53684 3.02257 0.49157 0.298
H -2.54044 2.20796 1.77471 0.323
O 2.49331 1.30712 0.88939 -0.615
H 1.73313 0.81974 0.55238 0.246
H 3.25301 0.81701 0.55525 0.367
O -3.82568 1.20679 -1.72786 -0.594
H -3.66919 1.00106 -2.65639 0.306
H -3.54555 2.12490 -1.64065 0.292
O 5.05189 0.92162 -0.47301 -0.649
H 4.28099 1.17267 -0.99423 0.310
H 5.80044 1.16475 -1.02938 0.298
O -3.50092 -2.26027 -0.13465 -0.607
H -3.23436 -3.10317 0.24936 0.304
H -3.41052 -2.39629 -1.08455 0.303
```

## Properties
Gap between HOMO and LUMO ... 10.14 eV
Energy relative to the best compared isomer or geometry (same formula, charge and spin) ... 447.5 kJ/mol
Electronic energy ... -16637.3730 eV
Charge ... 0
Structure (SMILES) ... O.O.O.O.O.O.O.O